Computed, not measured: C42H67BF4Ge2N7O3P2STi as an isolated structure, with ωB97M-V/def2-TZVPD.

Geometry as XYZ:
```
130
Properties=species:S:1:pos:R:3:lowdin_spin:R:1
Ti -0.75401 0.43918 -0.13185 0.8904
C -2.23020 -1.65778 -4.86363 0.0063
C -2.40443 -1.16750 -3.42944 0.0179
Ge -0.91009 0.03063 -2.97708 0.0445
C 0.94413 -0.52943 -3.30963 0.0127
C 1.24030 -0.83909 -4.77457 0.0041
C -1.10448 1.54951 -4.14388 -0.0019
C -0.58699 2.70438 -3.72541 -0.0029
Ge -0.49326 2.75127 -1.79146 -0.0009
C 1.21152 3.47611 -1.14942 0.0000
C 1.37459 4.98353 -1.36590 0.0003
C -2.26974 3.33221 -1.17883 0.0054
C -2.68306 4.69954 -1.70843 0.0016
C -0.23812 3.80947 -4.64684 -0.0010
C -0.37612 5.15238 -4.30996 0.0001
C -0.04984 6.15019 -5.21371 -0.0001
C 0.43710 5.81902 -6.46949 0.0003
C 0.59996 4.48540 -6.81357 0.0000
C 0.26820 3.49153 -5.90835 0.0000
H -3.11764 -2.21227 -5.17058 0.0020
H -1.38413 -2.32993 -4.95646 0.0001
H -2.10022 -0.84702 -5.57927 0.0002
H -2.50236 -2.01227 -2.75973 -0.0002
H -3.30401 -0.54943 -3.36429 -0.0002
H 1.21747 -1.36880 -2.68121 0.0002
H 1.53335 0.34015 -2.99183 -0.0005
H 0.76442 -1.75852 -5.10151 0.0000
H 2.31378 -0.96138 -4.92419 0.0011
H 0.91228 -0.04024 -5.43754 0.0000
H -1.42623 1.42802 -5.17539 -0.0005
H 1.98142 2.93186 -1.70676 -0.0002
H 1.33225 3.23988 -0.09577 -0.0001
H 1.51222 5.23270 -2.41573 0.0000
H 2.26003 5.32864 -0.83096 0.0001
H 0.52042 5.54886 -0.99616 0.0000
H -2.33036 3.28445 -0.09609 -0.0001
H -2.94120 2.55849 -1.57435 -0.0003
H -2.03388 5.49631 -1.34591 0.0001
H -3.69373 4.92407 -1.36548 0.0006
H -2.69736 4.73762 -2.79629 -0.0001
H -0.75648 5.44092 -3.33811 -0.0001
H -0.17933 7.18621 -4.93815 0.0000
H 0.69627 6.59639 -7.17393 0.0000
H 0.99296 4.22011 -7.78458 0.0000
H 0.42369 2.45529 -6.17539 0.0000
C -0.32046 -4.85394 -4.03912 0.0000
P -0.36354 -4.04138 -2.40188 -0.0001
C -0.89045 -5.46124 -1.37327 0.0000
C 1.43976 -4.05248 -2.03979 0.0000
C 1.78560 -3.58915 -0.63841 -0.0013
P 1.65767 -1.81715 -0.14530 -0.0062
C 3.21770 -1.12183 -0.82761 -0.0008
C 2.09956 -2.10586 1.61054 -0.0011
H -1.33397 -5.03303 -4.39430 0.0000
H 0.17669 -4.21547 -4.76714 0.0000
H 0.20754 -5.80891 -4.00261 0.0000
H -0.30756 -6.35986 -1.58643 0.0000
H -1.94033 -5.68259 -1.56680 0.0000
H -0.78855 -5.22460 -0.31698 0.0000
H 1.96496 -3.46536 -2.79914 0.0000
H 1.80497 -5.08060 -2.14958 0.0000
H 2.83922 -3.82002 -0.42823 -0.0003
H 1.21043 -4.14452 0.11001 0.0000
H 3.99497 -1.11893 -0.06232 -0.0001
H 3.56007 -1.74445 -1.65463 0.0000
H 3.09769 -0.11142 -1.21126 -0.0001
H 2.93292 -2.81264 1.65490 -0.0003
H 1.26638 -2.55908 2.14620 0.0000
H 2.41424 -1.19504 2.11396 0.0001
F -3.83049 2.27695 2.18401 -0.0002
B -4.03750 1.15813 1.51413 0.0001
F -4.74117 1.18689 0.39868 0.0001
F -3.93171 0.00182 2.16083 -0.0001
F -2.27115 1.09806 0.66342 -0.0072
C -1.87992 4.84756 2.93109 0.0000
S -0.66658 4.59612 1.64385 0.0000
C 0.77980 5.21257 2.48613 0.0000
O -0.47677 3.10531 1.54859 -0.0003
H -1.47139 4.59121 3.90581 0.0000
H -2.70780 4.18698 2.67970 0.0000
H -2.20989 5.88245 2.91218 0.0000
H 0.61568 6.25127 2.76041 0.0000
H 1.62094 5.14677 1.80285 0.0000
H 0.95491 4.60769 3.37497 0.0000
C -0.90497 -0.15963 3.44366 0.0014
C 0.29408 0.44810 2.81381 0.0078
N 0.54186 0.51326 1.50775 -0.0013
C 1.76438 1.13790 1.36609 0.0015
C 2.26315 1.42748 2.59058 0.0018
N 1.32691 0.97618 3.49302 0.0021
C 1.50996 0.96364 4.94769 0.0001
N 2.76520 0.38060 5.26322 0.0000
N 3.87860 1.15855 5.32613 0.0000
N 4.91255 0.43287 5.39421 0.0000
C 4.52378 -0.89142 5.35708 0.0000
C 5.28944 -2.06162 5.39928 0.0000
C 4.60545 -3.24874 5.31472 0.0000
C 3.19707 -3.28228 5.19275 0.0000
C 2.43138 -2.14014 5.16102 0.0000
C 3.13784 -0.93710 5.25435 0.0000
H -1.69486 -0.29299 2.70804 0.0003
H -1.30805 0.48723 4.22061 0.0001
H -0.67108 -1.13388 3.88230 0.0005
H 2.20738 1.31713 0.40045 0.0002
H 3.18048 1.88606 2.91235 0.0000
H 0.70379 0.37252 5.38142 0.0000
H 1.47454 1.98366 5.33678 0.0001
H 6.36279 -2.02363 5.49444 0.0000
H 5.14776 -4.18164 5.34530 0.0000
H 2.70896 -4.24403 5.12498 0.0000
H 1.35577 -2.18399 5.07163 0.0000
O -1.23147 -3.76354 5.37000 0.0000
C -1.87459 -4.82862 4.68700 0.0000
N -2.47868 -4.29132 3.50056 -0.0001
C -1.71623 -3.96690 2.43780 -0.0002
O -0.53401 -4.24685 2.33884 -0.0002
C -2.38483 -3.17145 1.35497 0.0000
C -3.69324 -3.28254 0.90497 0.0050
C -4.13856 -2.38533 -0.05342 -0.0002
C -3.28114 -1.39802 -0.50571 0.0047
N -2.00142 -1.32689 -0.11970 0.0055
C -1.57550 -2.20421 0.78756 0.0082
H -0.61560 -4.14072 6.00815 0.0000
H -2.66899 -5.26173 5.30237 0.0000
H -1.15835 -5.60274 4.39990 0.0000
H -3.40633 -3.90486 3.56913 0.0000
H -4.35952 -4.04040 1.29471 0.0003
H -5.15376 -2.41352 -0.41849 -0.0001
H -3.63020 -0.62457 -1.17610 0.0004
H -0.54329 -2.13075 1.10347 0.0010
```

Frontier orbital gap (alpha / beta) (eV): 6.542 / 6.112
E_LUMO (alpha / beta) (eV): -6.1 / -6.6
DFT total energy (eV): -238313.833
Multiplicity: 2
ΔE to the lowest compared entry with this formula, charge and spin (eV): 2.1853
Max |F| (eV/A): 1.3
Total charge: +2